{
  "formula": "C28H57Cl16F3GaO6S",
  "method": "the ωB97M-V functional and the def2-TZVPD basis",
  "symbols": ["C", "C", "O", "C", "C", "O", "C", "Ga", "C", "C", "C", "C", "S", "O", "O", "O", "C", "C", "O", "C", "F", "F", "F", "H", "H", "H", "H", "H", "H", "H", "H", "H", "H", "H", "H", "H", "H", "H", "H", "H", "H", "H", "H", "H", "H", "H", "H", "H", "Cl", "C", "C", "Cl", "H", "H", "H", "H", "Cl", "C", "C", "Cl", "H", "H", "H", "H", "Cl", "C", "C", "Cl", "H", "H", "H", "H", "Cl", "C", "C", "Cl", "H", "H", "H", "H", "Cl", "C", "C", "Cl", "H", "H", "H", "H", "Cl", "C", "C", "Cl", "H", "H", "H", "H", "Cl", "C", "C", "Cl", "H", "H", "H", "H", "Cl", "C", "C", "Cl", "H", "H", "H", "H"],
  "positions_angstrom": [[3.29637, -7.52971, 4.07705], [1.90437, -7.23040, 3.50336], [1.96327, -6.12548, 2.61777], [1.13590, -5.04076, 2.96810], [1.82814, -4.05816, 3.88432], [0.82702, -3.27898, 4.46235], [1.36912, -2.16129, 5.19356], [1.48511, -0.34245, 4.23692], [3.45312, 0.23417, 4.06096], [4.10193, -0.29437, 2.76973], [4.77284, 0.79062, 1.90970], [4.08179, 0.88441, 0.54040], [5.25203, 0.78277, -0.80604], [5.36550, -0.59781, -1.18362], [6.47760, 1.44341, -0.50231], [4.54985, 1.55656, -2.02107], [0.57518, -0.21038, 2.40115], [0.15982, -1.49578, 1.76280], [-1.00907, -1.98125, 2.38104], [-0.14809, -1.35036, 0.24188], [0.00209, -2.54302, -0.43139], [0.63424, -0.42415, -0.42013], [-1.45384, -0.94494, 0.03275], [3.93812, -6.70895, 3.79994], [3.67607, -8.42989, 3.62066], [3.27351, -7.59266, 5.15010], [1.52452, -8.07342, 2.93897], [1.22376, -7.05164, 4.32596], [0.78482, -4.55211, 2.07021], [0.24352, -5.35290, 3.49997], [2.49898, -3.40609, 3.32489], [2.37997, -4.61492, 4.64338], [0.83295, -2.02903, 6.12258], [2.38281, -2.42730, 5.49495], [0.79555, 0.75493, 5.20297], [3.40977, 1.31496, 4.00926], [4.01595, -0.01635, 4.94787], [3.38178, -0.84244, 2.18070], [4.87708, -0.99396, 3.05445], [4.68330, 1.76280, 2.35797], [5.81365, 0.55367, 1.78091], [3.37942, 0.08112, 0.40175], [3.56763, 1.82880, 0.42717], [3.66221, 1.17732, -2.12036], [-0.31873, 0.39637, 2.49533], [1.23317, 0.35704, 1.75616], [0.97661, -2.21582, 1.81121], [-1.09532, -2.90838, 2.11435], [-1.57859, 2.95040, 5.21776], [-1.81177, 2.81044, 6.97499], [-0.75970, 3.55350, 7.75738], [0.84503, 2.79972, 7.61817], [-1.81956, 1.75370, 7.22641], [-2.79194, 3.22943, 7.19783], [-1.02092, 3.54880, 8.81449], [-0.67827, 4.58483, 7.42589], [-1.76824, -4.97963, 0.38479], [-2.50628, -5.03430, -1.23029], [-3.39262, -3.84014, -1.45694], [-4.82472, -3.87826, -0.39982], [-3.05650, -5.96665, -1.31539], [-1.69782, -5.03763, -1.95907], [-3.74375, -3.82540, -2.48703], [-2.85952, -2.91424, -1.25838], [-5.90037, -0.23426, 0.44830], [-4.27843, 0.30293, -0.07263], [-4.01331, 1.73210, 0.31650], [-5.07711, 2.86815, -0.56392], [-4.21932, 0.16659, -1.14858], [-3.54749, -0.34918, 0.40118], [-2.98424, 1.99506, 0.08290], [-4.17722, 1.88764, 1.37801], [0.87568, 4.84395, -9.33584], [1.69085, 5.63296, -7.95724], [2.33402, 4.63558, -7.03147], [1.12406, 3.65743, -6.15692], [0.95522, 6.24058, -7.43820], [2.45231, 6.28865, -8.37319], [2.92041, 5.16293, -6.28293], [2.98821, 3.95543, -7.56831], [-4.52659, 4.50722, -3.86745], [-3.40921, 4.29727, -5.24354], [-2.15966, 5.12270, -5.10612], [-2.49990, 6.86992, -5.23734], [-3.94340, 4.56562, -6.14705], [-3.15601, 3.24004, -5.29328], [-1.46796, 4.87524, -5.90760], [-1.66053, 4.94954, -4.15715], [-3.10120, 1.23115, -9.97541], [-2.80789, 2.81241, -10.74243], [-2.56394, 3.89807, -9.73005], [-4.02987, 4.27884, -8.78637], [-3.66271, 3.04192, -11.37159], [-1.92947, 2.70164, -11.37485], [-2.26658, 4.81367, -10.23653], [-1.77950, 3.62231, -9.03189], [4.81947, -9.90275, 6.13544], [3.82380, -10.68473, 7.38598], [2.77534, -11.58429, 6.78884], [1.52449, -10.66589, 5.91375], [3.37560, -9.90361, 7.99291], [4.49504, -11.26879, 8.01268], [2.27143, -12.13499, 7.58068], [3.21389, -12.29578, 6.09557], [-3.07224, 10.30237, -5.53489], [-4.63139, 9.94797, -4.74908], [-5.73023, 10.85813, -5.22673], [-5.49568, 12.54322, -4.69063], [-4.48847, 10.02559, -3.67577], [-4.87923, 8.91585, -4.99057], [-6.68188, 10.52519, -4.81835], [-5.79898, 10.86008, -6.31028]],
  "forces_ev_per_angstrom": [[-0.6, 0.2, -0.7], [0.6, 0.2, 0.1], [-0.2, 0.0, -0.2], [0.0, 0.1, 0.3], [-0.6, 0.3, -0.1], [-0.3, -0.2, 0.3], [0.5, 0.4, -0.6], [0.0, 0.3, 0.6], [-0.8, -0.2, -0.7], [0.5, 0.5, 1.1], [-0.7, -0.7, -0.6], [0.6, 0.7, -0.3], [0.5, -1.6, 0.3], [-0.4, 0.0, -0.1], [-0.2, 0.9, -0.2], [-0.1, 0.3, 0.3], [0.0, 0.2, 0.4], [0.1, 0.2, -0.7], [0.2, -0.4, -0.3], [-0.4, 0.3, -0.4], [-0.2, 1.1, 0.3], [-0.6, -1.1, 0.5], [1.2, -0.4, -0.2], [0.3, 0.3, -0.1], [0.4, -0.4, 0.2], [0.1, -0.3, 0.4], [-0.1, -0.3, -0.1], [-0.4, 0.3, 0.1], [0.1, 0.1, -0.5], [-0.3, -0.4, 0.1], [0.5, 0.0, -0.1], [0.4, -0.1, 0.2], [-0.5, -0.2, 0.2], [0.3, -0.1, 0.2], [-0.1, -0.1, 0.0], [0.0, 0.4, 0.1], [0.3, -0.1, 0.3], [-0.2, -0.3, -0.4], [0.1, -0.5, -0.1], [0.2, 0.3, 0.4], [0.5, 0.1, -0.1], [-0.2, -0.3, -0.3], [-0.2, 0.3, 0.0], [0.1, 0.0, -0.2], [-0.3, 0.2, 0.2], [0.3, 0.0, -0.3], [0.1, -0.3, 0.0], [-0.2, 0.1, 0.3], [0.0, 0.1, 0.0], [-0.1, 0.0, 0.0], [0.0, 0.0, 0.1], [0.0, 0.1, 0.0], [0.1, -0.1, 0.0], [0.0, 0.0, 0.0], [-0.1, 0.0, 0.0], [0.0, 0.0, -0.1], [0.1, -0.3, 0.2], [0.1, 0.1, -0.1], [0.0, 0.1, -0.1], [-0.1, 0.0, 0.0], [-0.1, 0.0, 0.1], [0.1, 0.1, 0.0], [0.0, -0.1, 0.0], [0.0, 0.0, 0.1], [0.0, 0.0, 0.0], [0.1, -0.1, 0.0], [0.0, 0.0, 0.1], [0.0, 0.0, 0.0], [-0.1, 0.0, -0.1], [-0.1, 0.1, 0.1], [0.0, 0.0, -0.1], [0.0, 0.0, 0.0], [0.0, 0.0, 0.0], [0.0, 0.1, 0.0], [0.0, 0.0, 0.1], [0.1, 0.0, 0.0], [-0.1, 0.0, 0.0], [0.0, 0.0, 0.0], [0.0, 0.0, 0.1], [0.0, -0.1, 0.0], [0.1, 0.0, 0.0], [-0.1, 0.0, 0.0], [0.0, -0.1, 0.0], [0.1, 0.1, 0.0], [-0.1, 0.0, 0.0], [0.1, 0.0, 0.1], [0.0, 0.0, -0.1], [0.0, 0.0, 0.1], [0.0, 0.0, 0.0], [0.0, 0.0, -0.1], [0.1, 0.1, 0.0], [0.0, 0.0, -0.1], [-0.1, 0.0, 0.0], [0.1, 0.0, 0.0], [0.0, 0.0, 0.0], [0.0, 0.0, 0.1], [0.1, 0.0, 0.0], [0.1, 0.0, 0.1], [-0.1, -0.1, 0.0], [0.0, 0.0, 0.0], [0.0, 0.1, 0.0], [0.0, -0.1, 0.0], [0.0, 0.0, 0.0], [0.0, 0.0, -0.1], [0.0, 0.1, 0.0], [0.0, -0.1, 0.0], [-0.1, 0.0, 0.0], [0.0, 0.0, 0.0], [0.0, 0.1, 0.0], [0.0, 0.0, 0.0], [0.0, 0.0, 0.1], [0.1, 0.0, 0.0]],
  "mulliken_charge": [-1.0714, -0.3591, -0.4304, -0.4813, -0.0109, -0.4337, -0.6440, -0.4771, -0.9689, -0.2420, -0.7262, -0.6567, 1.1842, -0.6271, -0.6365, -0.4545, -1.2925, 0.8746, -0.6023, 0.4384, -0.2962, -0.2930, -0.2134, 0.4192, 0.2843, 0.2507, 0.4054, 0.2911, 0.0568, 0.2841, 0.1473, 0.5238, 0.3310, 0.3565, -0.1592, 0.3931, 0.4322, 0.0545, 0.3646, 0.2533, 0.5151, 0.2619, 0.4605, 0.3438, 0.6532, 0.2688, -0.1782, 0.3223, -0.1542, -0.4596, -0.4899, -0.1270, 0.3048, 0.3442, 0.2820, 0.3060, -0.1031, -0.5615, -0.1996, -0.1782, 0.4030, 0.2652, 0.3561, 0.0315, -0.2044, 0.1133, -0.4052, -0.2046, 0.3151, -0.1917, 0.2518, 0.3893, -0.1851, -0.4816, -0.4455, -0.1674, 0.2881, 0.3780, 0.2928, 0.3351, -0.1839, -0.2726, -0.0589, -0.1466, 0.0827, 0.3331, -0.1510, 0.3821, -0.1886, -0.4104, -0.2949, -0.2030, 0.3249, 0.2944, 0.2986, 0.1840, -0.1612, -0.4747, -0.4550, -0.1607, 0.3169, 0.3207, 0.3052, 0.3099, -0.1931, -0.3833, -0.4480, -0.1939, 0.3171, 0.2677, 0.3035, 0.3250],
  "e_homo_ev": -4.639,
  "e_tot_ev": -313969.224,
  "orbital_gap_ev": 6.111,
  "total_charge": -1
}


{
  "formula": "C12H21AsO6P2SW",
  "method": "the ωB97M-V functional and the def2-TZVPD basis",
  "symbols": ["W", "C", "P", "C", "C", "C", "P", "C", "C", "H", "H", "H", "H", "H", "H", "H", "H", "H", "H", "H", "H", "H", "H", "H", "H", "O", "As", "O", "O", "C", "C", "C", "C", "C", "C", "S", "O", "O", "O", "H", "H", "H", "H", "H"],
  "positions_angstrom": [[-0.24586, -0.35501, 0.11819], [0.53003, 3.28429, 2.87244], [0.34221, 2.84374, 1.16946], [1.80584, 3.17483, 0.21722], [-1.14923, 3.52742, 0.43009], [-1.54723, 2.83128, -0.88209], [-2.15902, 1.10534, -0.80956], [-3.62767, 0.99119, 0.22340], [-2.53593, 0.64396, -2.50691], [-0.36424, 3.04762, 3.45079], [0.70223, 4.36649, 2.91728], [1.40227, 2.78365, 3.29824], [1.94984, 4.26132, 0.19148], [1.72890, 2.81639, -0.81076], [2.67985, 2.73687, 0.70475], [-0.98822, 4.59474, 0.24420], [-1.94342, 3.47225, 1.18060], [-0.75427, 2.86799, -1.63652], [-2.38705, 3.38251, -1.32413], [-4.36584, 1.66909, -0.22160], [-3.43965, 1.29068, 1.25470], [-4.03480, -0.02125, 0.20449], [-3.12407, 1.45577, -2.94847], [-3.14360, -0.26151, -2.53445], [-1.63164, 0.50921, -3.10251], [-0.90641, -1.57860, -1.04718], [0.74376, -2.40272, 2.22852], [-0.72277, -1.33975, 1.54289], [0.03140, 1.24666, 1.08818], [1.22558, -3.51540, 0.72890], [1.00780, -4.88506, 0.74053], [1.61428, -5.68714, -0.23805], [2.45712, -5.13944, -1.19330], [2.71951, -3.76483, -1.21073], [2.08650, -2.98193, -0.26212], [2.44298, -1.30180, -0.09584], [3.75127, -0.85625, -0.28674], [1.75259, -1.00170, 1.29026], [1.39896, -0.39074, -0.89450], [-1.49593, -2.18563, -1.52250], [0.39460, -5.35663, 1.50137], [1.44194, -6.75673, -0.22241], [2.94414, -5.77973, -1.91871], [3.41325, -3.34142, -1.92891]],
  "forces_ev_per_angstrom": [[-1.5, -0.2, 0.0], [0.0, 0.0, -0.1], [-0.2, 0.2, 0.1], [0.0, 0.0, 0.0], [0.0, 0.0, 0.0], [0.0, 0.0, 0.0], [0.0, 0.2, -0.2], [0.1, 0.0, 0.0], [0.0, 0.0, 0.0], [0.0, 0.0, 0.0], [0.0, 0.0, 0.0], [0.0, 0.0, 0.0], [0.0, 0.0, 0.0], [0.0, 0.0, 0.0], [0.0, 0.0, 0.0], [0.0, 0.0, 0.0], [0.0, 0.0, 0.0], [0.0, 0.0, 0.0], [0.0, 0.0, 0.0], [0.0, 0.0, 0.0], [0.0, 0.0, 0.0], [0.0, 0.0, 0.0], [0.0, 0.0, 0.0], [0.0, 0.0, 0.0], [0.0, 0.0, 0.0], [0.0, 0.2, 0.1], [0.2, -0.2, 0.0], [0.5, 0.2, -0.4], [0.5, -0.1, -0.4], [0.0, 0.0, 0.1], [0.0, 0.0, 0.0], [0.0, 0.0, 0.0], [0.0, 0.0, 0.0], [0.0, 0.0, -0.1], [0.0, 0.0, 0.0], [0.1, 0.1, 0.2], [0.0, 0.0, 0.0], [0.2, -0.2, 0.3], [0.1, -0.2, 0.2], [0.0, 0.1, -0.1], [0.0, 0.0, 0.0], [0.0, 0.0, 0.0], [0.0, 0.0, 0.0], [0.0, 0.0, 0.0]],
  "mulliken_charge": [2.3666, -1.1072, 0.6825, -1.0790, -0.8043, -1.0375, 0.6038, -1.2045, -1.2315, 0.4061, 0.4605, 0.4285, 0.4586, 0.3816, 0.4134, 0.5190, 0.4094, 0.4781, 0.5816, 0.4641, 0.4122, 0.4348, 0.4988, 0.4242, 0.4414, -0.5209, 0.6578, -0.6938, -0.5509, 0.6679, -0.5753, -0.6815, -0.6869, -0.8027, 0.8662, 1.2792, -0.4221, -0.6529, -0.5709, 0.3392, 0.4566, 0.4694, 0.4890, 0.5313],
  "e_homo_ev": -22.510,
  "e_tot_ev": -117105.015,
  "orbital_gap_ev": 7.590,
  "total_charge": 4,
  "relative_energy_kcal_mol": 16.8
}


{
  "formula": "C4H10N4S",
  "method": "the ωB97M-V functional and the def2-TZVPD basis",
  "symbols": ["C", "C", "C", "C", "N", "N", "N", "N", "S", "H", "H", "H", "H", "H", "H", "H", "H", "H", "H"],
  "positions_angstrom": [[-4.35143, -0.19377, 1.11256], [2.02083, 0.44328, 0.31782], [-2.76766, -0.00841, -0.70922], [-1.55795, 0.24221, -0.31097], [-3.74736, -0.15158, 0.17595], [1.57122, 1.54263, 0.93167], [1.22012, -0.16105, -0.55262], [1.78402, -1.30548, -1.15483], [3.61199, -0.19043, 0.49255], [-4.95326, -0.57712, 1.87185], [2.71566, -1.45913, -0.83613], [-3.10190, -0.00803, -1.76195], [-1.38789, 0.18958, 0.77393], [-0.70158, 0.31076, -0.97190], [0.57288, 1.75514, 1.05508], [2.09319, 2.23594, 1.45477], [4.07055, 0.86606, 1.25624], [1.24557, -2.18572, -0.96776], [1.66300, -1.34489, -2.17703]],
  "forces_ev_per_angstrom": [[-1.7, -0.8, 1.3], [-0.9, -0.2, -1.4], [-0.3, 0.5, -4.1], [1.3, -0.4, 1.3], [0.5, 0.3, -0.1], [-1.1, 0.7, 0.8], [-0.1, 0.7, 0.7], [-2.1, -1.8, -0.6], [1.4, 1.5, 1.5], [-1.0, 0.0, 1.3], [1.4, -0.7, -0.5], [0.3, -0.1, 0.7], [0.3, 0.3, -0.5], [-0.5, 0.3, 0.1], [0.7, -0.6, -0.7], [0.7, -0.7, -0.2], [-0.1, -0.9, -0.5], [0.3, 0.7, 0.8], [0.8, 1.1, 0.0]],
  "mulliken_charge": [-0.0226, 0.7110, -0.0026, -0.5415, 0.1676, -0.3436, -0.4886, -0.2252, -0.2971, 0.4417, 0.2197, 0.3552, 0.2152, 0.4658, 0.1747, 0.1985, 0.2228, 0.3757, 0.3732],
  "e_homo_ev": -17.000,
  "e_tot_ev": -21085.248,
  "orbital_gap_ev": 9.063,
  "total_charge": 2,
  "relative_energy_kcal_mol": 54.1
}


{
  "formula": "C2H2NOS",
  "method": "the ωB97M-V functional and the def2-TZVPD basis",
  "symbols": ["C", "C", "N", "O", "S", "H", "H"],
  "positions_angstrom": [[-0.20532, 0.22941, 0.24587], [-2.76898, 0.43609, -0.05402], [-1.02473, 1.16204, 0.19797], [-3.53139, 1.37237, -0.08034], [-2.76372, -1.18276, 0.04218], [0.78045, 0.61695, 0.38617], [-0.29412, -0.83613, 0.02926]],
  "forces_ev_per_angstrom": [[1.2, 0.8, -0.5], [1.5, 3.3, 0.9], [-3.2, -1.0, -0.4], [0.3, -1.0, -0.3], [-0.6, -1.7, -0.3], [1.5, -0.3, 0.3], [-0.6, -0.1, 0.2]],
  "mulliken_charge": [-0.3098, 0.4707, -0.5438, -0.5565, -0.5478, 0.2867, 0.2005],
  "e_homo_ev": -3.411,
  "e_tot_ev": -16479.140,
  "orbital_gap_ev": 7.194,
  "total_charge": -1,
  "relative_energy_kcal_mol": 15.5
}